The following is a quantum chemistry calculation of a 8-piece molecular cluster, C38H86F2O27P5 overall at a distorted geometry, from OMol25.

Its electronic energy is -5437.86064 Eh. The total charge is -1. The calculation puts the frontier orbital gap at 4.604 eV. The energy above the lowest of the compared OMol25 structures with the same formula, charge and spin comes out at 0.0464 eV.

Each atom is followed by the atoms it is bonded to, with distances in Å.
CARTESIAN COORDINATES (ANGSTROEM)
1 C 0.135 -0.358 0.873  C2 1.582, H4 1.090, H5 1.090, H6 1.090
2 C -1.162 -0.094 0.008  C1 1.582, O3 1.368, H7 1.090, H8 1.090
3 O -1.261 1.048 -0.740  C2 1.368
4 H 0.318 0.395 1.640  C1 1.090
5 H 0.999 -0.239 0.220  C1 1.090
6 H 0.284 -1.377 1.229  C1 1.090
7 H -1.934 -0.039 0.775  C2 1.090
8 H -1.553 -0.978 -0.496  C2 1.090
9 C 2.410 0.210 -3.193  C10 1.542, O14 1.438, H16 1.090, H17 1.090
10 C 3.290 1.476 -3.243  C9 1.542, O11 1.426, F15 1.318, H18 1.090
11 O 2.319 2.501 -3.043  C10 1.426, C12 1.340
12 C 1.092 2.067 -3.362  O11 1.340, O13 1.251, O14 1.336
13 O 0.095 2.821 -3.315  C12 1.251
14 O 1.184 0.775 -3.690  C9 1.438, C12 1.336
15 F 4.015 1.568 -4.340  C10 1.318
16 H 2.170 0.036 -2.144  C9 1.090
17 H 2.753 -0.735 -3.613  C9 1.090
18 H 3.960 1.439 -2.384  C10 1.090
19 C 0.425 -0.977 4.650  C20 1.451, O24 1.410, H26 1.090, H27 1.090
20 C -0.132 -0.447 5.881  C19 1.451, O21 1.412, F25 1.356, H28 1.090
21 O -0.441 -1.614 6.615  C20 1.412, C22 1.346
22 C -0.664 -2.615 5.742  O21 1.346, O23 1.250, O24 1.378
23 O -1.141 -3.745 5.981  C22 1.250
24 O -0.153 -2.256 4.514  C19 1.410, C22 1.378
25 F -1.290 0.156 5.520  C20 1.356
26 H 1.511 -1.071 4.634  C19 1.090
27 H 0.283 -0.398 3.737  C19 1.090
28 H 0.449 0.334 6.373  C20 1.090
29 C 3.197 -3.618 -2.071  C30 1.524, H40 1.090, H41 1.090, H42 1.090
30 C 2.903 -2.830 -0.800  C29 1.524, O31 1.474, H43 1.090, H44 1.090
31 O 3.496 -1.506 -1.064  C30 1.474, P32 1.635
32 P 4.778 -0.973 -0.199  O31 1.635, O33 1.514, O34 1.601, O37 1.642
33 O 5.327 0.397 -0.538  P32 1.514
34 O 4.360 -1.140 1.337  P32 1.601, C35 1.404
35 C 3.526 -0.142 1.865  O34 1.404, C36 1.517, H45 1.090, H46 1.090
36 C 4.330 0.771 2.771  C35 1.517, H47 1.090, H48 1.090, H49 1.090
37 O 5.911 -2.147 -0.387  P32 1.642, C38 1.391
38 C 7.144 -1.863 0.189  O37 1.391, C39 1.579, H50 1.090, H51 1.090
39 C 7.977 -0.865 -0.707  C38 1.579, H52 1.090, H53 1.090, H54 1.090
40 H 2.970 -2.988 -2.931  C29 1.090
41 H 4.213 -4.012 -2.091  C29 1.090
42 H 2.604 -4.518 -2.234  C29 1.090
43 H 1.846 -2.601 -0.659  C30 1.090
44 H 3.334 -3.334 0.065  C30 1.090
45 H 2.958 0.451 1.148  C35 1.090
46 H 2.739 -0.599 2.465  C35 1.090
47 H 4.781 0.184 3.571  C36 1.090
48 H 5.140 1.316 2.286  C36 1.090
49 H 3.640 1.467 3.249  C36 1.090
50 H 6.972 -1.472 1.192  C38 1.090
51 H 7.614 -2.843 0.270  C38 1.090
52 H 7.511 0.109 -0.861  C39 1.090
53 H 8.909 -0.559 -0.233  C39 1.090
54 H 8.306 -1.185 -1.695  C39 1.090
55 C -4.795 6.537 2.642  C56 1.558, H66 1.090, H67 1.090, H68 1.090
56 C -5.218 5.534 1.527  C55 1.558, O57 1.420, H69 1.090, H70 1.090
57 O -5.517 4.252 2.059  C56 1.420, P58 1.632
58 P -5.693 2.968 1.067  O57 1.632, O59 1.476, O60 1.623, O63 1.616
59 O -4.850 3.045 -0.143  P58 1.476
60 O -5.447 1.677 2.020  P58 1.623, C61 1.393
61 C -5.568 0.377 1.535  O60 1.393, C62 1.566, H71 1.090, H72 1.090
62 C -4.554 -0.549 2.287  C61 1.566, H73 1.090, H74 1.090, H75 1.090
63 O -7.296 2.900 0.874  P58 1.616, C64 1.453
64 C -7.827 2.557 -0.434  O63 1.453, C65 1.526, H76 1.090, H77 1.090
65 C -9.351 2.536 -0.364  C64 1.526, H78 1.090, H79 1.090, H80 1.090
66 H -3.901 6.233 3.187  C55 1.090
67 H -4.778 7.560 2.266  C55 1.090
68 H -5.680 6.624 3.272  C55 1.090
69 H -6.127 5.957 1.100  C56 1.090
70 H -4.491 5.407 0.725  C56 1.090
71 H -6.583 -0.018 1.562  C61 1.090
72 H -5.299 0.165 0.500  C61 1.090
73 H -5.028 -0.566 3.269  C62 1.090
74 H -4.448 -1.590 1.984  C62 1.090
75 H -3.599 -0.048 2.444  C62 1.090
76 H -7.645 3.384 -1.120  C64 1.090
77 H -7.356 1.665 -0.847  C64 1.090
78 H -9.718 1.571 -0.014  C65 1.090
79 H -9.595 3.324 0.349  C65 1.090
80 H -9.852 2.670 -1.322  C65 1.090
81 C -0.244 -5.446 0.053  C82 1.554, H92 1.090, H93 1.090, H94 1.090
82 C 0.017 -4.938 1.499  C81 1.554, O83 1.438, H95 1.090, H96 1.090
83 O 1.401 -5.073 1.866  C82 1.438, P84 1.665
84 P 1.701 -6.137 3.111  O83 1.665, O85 1.491, O86 1.612, O89 1.657
85 O 0.708 -6.213 4.220  P84 1.491
86 O 3.167 -5.680 3.602  P84 1.612, C87 1.384
87 C 3.461 -4.540 4.330  O86 1.384, C88 1.530, H97 1.090, H98 1.090
88 C 3.386 -3.394 3.319  C87 1.530, H99 1.090, H100 1.090, H101 1.090
89 O 1.904 -7.581 2.323  P84 1.657, C90 1.373
90 C 3.073 -7.802 1.639  O89 1.373, C91 1.505, H102 1.090, H103 1.090
91 C 2.719 -8.214 0.236  C90 1.505, H104 1.090, H105 1.090, H106 1.090
92 H 0.368 -4.938 -0.693  C81 1.090
93 H -0.111 -6.521 -0.068  C81 1.090
94 H -1.289 -5.351 -0.242  C81 1.090
95 H -0.247 -3.905 1.726  C82 1.090
96 H -0.631 -5.527 2.148  C82 1.090
97 H 2.822 -4.462 5.209  C87 1.090
98 H 4.446 -4.551 4.796  C87 1.090
99 H 3.973 -2.548 3.675  C88 1.090
100 H 3.802 -3.676 2.351  C88 1.090
101 H 2.355 -3.051 3.236  C88 1.090
102 H 3.772 -6.966 1.599  C90 1.090
103 H 3.566 -8.596 2.199  C90 1.090
104 H 3.549 -8.611 -0.349  C91 1.090
105 H 1.971 -9.004 0.180  C91 1.090
106 H 2.307 -7.374 -0.323  C91 1.090
107 C 0.644 7.229 2.347  C108 1.506, H118 1.090, H119 1.090, H120 1.090
108 C -0.704 6.732 1.895  C107 1.506, O109 1.399, H121 1.090, H122 1.090
109 O -0.924 5.391 2.228  C108 1.399, P110 1.628
110 P -0.752 4.080 1.279  O109 1.628, O111 1.500, O112 1.620, O115 1.668
111 O -1.715 3.974 0.134  P110 1.500
112 O 0.808 4.237 0.872  P110 1.620, C113 1.395
113 C 1.502 3.091 0.485  O112 1.395, C114 1.529, H123 1.090, H124 1.090
114 C 2.971 3.439 0.243  C113 1.529, H125 1.090, H126 1.090, H127 1.090
115 O -0.706 2.845 2.400  P110 1.668, C116 1.447
116 C -1.929 2.163 2.766  O115 1.447, C117 1.533, H128 1.090, H129 1.090
117 C -2.798 2.930 3.770  C116 1.533, H130 1.090, H131 1.090, H132 1.090
118 H 1.342 6.403 2.212  C107 1.090
119 H 0.943 8.114 1.785  C107 1.090
120 H 0.599 7.490 3.404  C107 1.090
121 H -1.437 7.403 2.342  C108 1.090
122 H -0.780 6.770 0.808  C108 1.090
123 H 1.367 2.240 1.153  C113 1.090
124 H 0.972 2.625 -0.346  C113 1.090
125 H 3.151 4.430 -0.176  C114 1.090
126 H 3.665 3.377 1.081  C114 1.090
127 H 3.466 2.725 -0.415  C114 1.090
128 H -2.491 1.929 1.862  C116 1.090
129 H -1.634 1.187 3.152  C116 1.090
130 H -2.293 3.005 4.733  C117 1.090
131 H -3.182 3.843 3.314  C117 1.090
132 H -3.631 2.276 4.027  C117 1.090
133 C -0.553 -2.485 -2.959  C134 1.529, H144 1.090, H145 1.090, H146 1.090
134 C -1.492 -1.471 -3.613  C133 1.529, O135 1.396, H147 1.090, H148 1.090
135 O -0.932 -0.823 -4.715  C134 1.396, P136 1.600
136 P -1.661 0.416 -5.416  O135 1.600, O137 1.502, O138 1.633, O141 1.607
137 O -2.552 1.205 -4.499  P136 1.502
138 O -0.450 1.241 -6.136  P136 1.633, C139 1.422
139 C 0.567 0.517 -6.817  O138 1.422, C140 1.544, H149 1.090, H150 1.090
140 C 0.554 0.687 -8.352  C139 1.544, H151 1.090, H152 1.090, H153 1.090
141 O -2.524 -0.033 -6.696  P136 1.607, C142 1.370
142 C -3.321 0.922 -7.271  O141 1.370, C143 1.491, H154 1.090, H155 1.090
143 C -2.803 2.135 -7.965  C142 1.491, H156 1.090, H157 1.090, H158 1.090
144 H -0.269 -3.163 -3.764  C133 1.090
145 H 0.288 -2.220 -2.318  C133 1.090
146 H -1.119 -3.114 -2.272  C133 1.090
147 H -2.346 -2.010 -4.024  C134 1.090
148 H -1.872 -0.770 -2.870  C134 1.090
149 H 1.521 0.894 -6.449  C139 1.090
150 H 0.592 -0.563 -6.669  C139 1.090
151 H -0.184 0.026 -8.806  C140 1.090
152 H 0.382 1.729 -8.621  C140 1.090
153 H 1.531 0.338 -8.685  C140 1.090
154 H -3.833 0.354 -8.048  C142 1.090
155 H -4.123 1.277 -6.624  C142 1.090
156 H -2.189 1.984 -8.853  C143 1.090
157 H -3.566 2.735 -8.459  C143 1.090
158 H -2.274 2.807 -7.289  C143 1.090

Atom charges from the Löwdin analysis, given in e for atoms 1 to 2: atom 1 (C): -0.097, atom 2 (C): -0.520

***

The following is a quantum chemistry calculation of a 2-piece molecular cluster, C7H7N2O4S overall at a distorted geometry, from OMol25.

Its electronic energy is -1079.51511 Eh. The total charge is -1. The calculation puts the frontier orbital gap at 8.045 eV. The energy above the lowest of the compared OMol25 structures with the same formula, charge and spin comes out at 1.1504 eV.

Each atom is followed by the atoms it is bonded to, with distances in Å.
CARTESIAN COORDINATES (ANGSTROEM)
1 C -1.240 -0.233 2.428  C2 1.453, C3 1.466, H15 1.035
2 C -1.961 0.952 1.997  C1 1.453, C4 1.380, H16 1.047
3 C -0.238 -0.802 1.521  C1 1.466, C5 1.378, H17 1.034
4 C -1.731 1.420 0.720  C2 1.380, C6 1.350, H18 1.042
5 C -0.020 -0.216 0.293  C3 1.378, C6 1.394, C7 1.486
6 C -0.879 0.800 -0.124  C4 1.350, C5 1.394, S14 1.838
7 C 0.982 -0.570 -0.746  C5 1.486, N8 1.357, N9 1.392
8 N 0.730 0.038 -1.933  C7 1.357, S14 1.608
9 N 1.664 -1.765 -0.956  C7 1.392, O10 1.417, H20 1.010
10 O 1.681 -2.259 -2.284  N9 1.417, H19 0.990
11 O 0.224 2.516 -1.880  S14 1.451
12 O -1.449 0.947 -2.775  S14 1.437
13 O 2.352 0.363 0.415  H21 0.940
14 S -0.380 1.198 -1.848  C6 1.838, N8 1.608, O11 1.451, O12 1.437
15 H -1.417 -0.457 3.423  C1 1.035
16 H -2.775 1.424 2.458  C2 1.047
17 H 0.605 -1.258 1.908  C3 1.034
18 H -2.373 2.189 0.434  C4 1.042
19 H 1.662 -1.403 -2.782  O10 0.990
20 H 1.532 -2.635 -0.460  N9 1.010
21 H 3.030 -0.249 0.192  O13 0.940

Atom charges from the Löwdin analysis, given in e for atoms 1 to 2: atom 1 (C): -0.017, atom 2 (C): -0.073

***

The following is a quantum chemistry calculation of a 5-piece molecular cluster, C20H30O15 overall at a distorted geometry, from OMol25.

Its electronic energy is -1908.47338 Eh. The calculation puts the frontier orbital gap at 10.892 eV. The energy above the lowest of the compared OMol25 structures with the same formula, charge and spin comes out at 8.5437 eV.

Each atom is followed by the atoms it is bonded to, with distances in Å.
CARTESIAN COORDINATES (ANGSTROEM)
1 C -3.752 1.337 -0.357  C2 1.561, H8 1.030, H9 1.056, H10 1.037
2 C -3.238 0.725 0.984  C1 1.561, C3 1.464, O7 1.424, H11 1.269
3 C -2.069 -0.085 0.636  C2 1.464, O4 1.351, H12 1.239, H13 1.032
4 O -1.083 0.677 1.160  C3 1.351, C5 1.289
5 C -1.534 1.595 1.945  O4 1.289, O6 1.192, O7 1.249
6 O -0.929 2.405 2.576  C5 1.192
7 O -2.780 1.680 1.936  C2 1.424, C5 1.249
8 H -4.034 0.668 -1.089  C1 1.030
9 H -3.097 2.158 -0.468  C1 1.056
10 H -4.610 1.775 0.025  C1 1.037
11 H -3.998 -0.178 1.451  C2 1.269
12 H -1.888 -0.023 -0.588  C3 1.239
13 H -1.862 -1.045 0.953  C3 1.032
14 C -2.967 -0.362 -5.453  C15 1.542, H21 1.139, H22 1.193, H23 1.009
15 C -4.019 -1.353 -4.915  C14 1.542, C16 1.613, O20 1.399, H24 1.133
16 C -3.496 -2.877 -4.995  C15 1.613, O17 1.361, H25 1.016, H26 1.031
17 O -3.384 -3.289 -3.704  C16 1.361, C18 1.308
18 C -3.702 -2.323 -2.881  O17 1.308, O19 1.290, O20 1.331
19 O -3.708 -2.315 -1.591  C18 1.290
20 O -4.003 -1.198 -3.525  C15 1.399, C18 1.331
21 H -2.141 -0.667 -4.732  C14 1.139
22 H -3.230 0.718 -5.021  C14 1.193
23 H -2.895 -0.602 -6.431  C14 1.009
24 H -5.060 -1.143 -5.311  C15 1.133
25 H -2.606 -2.773 -5.472  C16 1.016
26 H -4.060 -3.629 -5.418  C16 1.031
27 C 1.793 3.317 -0.944  C28 1.520, H34 0.986, H35 1.194, H36 0.930
28 C 2.206 2.044 -1.663  C27 1.520, C29 1.537, O33 1.469, H37 1.048
29 C 2.539 0.788 -0.841  C28 1.537, O30 1.497, H38 1.190, H39 1.013
30 O 1.522 -0.128 -1.447  C29 1.497, C31 1.316
31 C 0.657 0.443 -2.257  O30 1.316, O32 1.208, O33 1.363
32 O -0.286 -0.089 -2.793  C31 1.208
33 O 0.997 1.750 -2.443  C28 1.469, C31 1.363
34 H 1.506 4.131 -1.420  C27 0.986
35 H 2.526 3.401 -0.006  C27 1.194
36 H 0.994 3.047 -0.552  C27 0.930
37 H 3.056 2.238 -2.245  C28 1.048
38 H 2.274 0.839 0.318  C29 1.190
39 H 3.446 0.353 -0.954  C29 1.013
40 C 0.494 -2.923 0.777  C41 1.599, H47 1.064, H48 1.115, H49 1.187
41 C 0.751 -2.934 2.355  C40 1.599, C42 1.515, O46 1.393, H50 1.175
42 C 1.862 -2.019 2.829  C41 1.515, O43 1.422, H51 1.132, H52 1.216
43 O 1.163 -1.041 3.589  C42 1.422, C44 1.262
44 C -0.071 -1.277 3.705  O43 1.262, O45 1.169, O46 1.403
45 O -0.932 -0.653 4.192  C44 1.169
46 O -0.397 -2.412 2.947  C41 1.393, C44 1.403
47 H 1.187 -3.543 0.261  C40 1.064
48 H 0.766 -1.861 0.578  C40 1.115
49 H -0.547 -3.429 0.512  C40 1.187
50 H 1.024 -4.044 2.628  C41 1.175
51 H 2.389 -1.734 1.869  C42 1.132
52 H 2.621 -2.634 3.554  C42 1.216
53 C 2.143 2.375 2.795  C54 1.570, H60 1.205, H61 1.009, H62 1.009
54 C 3.652 2.014 3.034  C53 1.570, C55 1.638, O59 1.462, H63 1.051
55 C 4.066 0.690 3.905  C54 1.638, O56 1.408, H64 1.040, H65 1.018
56 O 4.735 -0.111 2.960  C55 1.408, C57 1.340
57 C 4.886 0.457 1.755  O56 1.340, O58 1.181, O59 1.321
58 O 5.131 -0.136 0.764  C57 1.181
59 O 4.393 1.681 1.818  C54 1.462, C57 1.321
60 H 1.644 2.737 3.831  C53 1.205
61 H 1.668 1.497 2.648  C53 1.009
62 H 2.183 3.128 2.124  C53 1.009
63 H 4.258 2.819 3.333  C54 1.051
64 H 3.088 0.438 4.153  C55 1.040
65 H 4.763 0.904 4.614  C55 1.018

Atom charges from the Löwdin analysis, given in e for atoms 1 to 2: atom 1 (C): 0.014, atom 2 (C): -0.277